Formula: C32H68BCl2NO18
Source: OMol25
Level of theory: the ωB97M-V functional and the def2-TZVPD basis

```
! wB97M-V def2-TZVPD RIJCOSX def2/J DEFGRID3
* xyz 0 1
C -3.67 -1.75 -1.56
C -4.16 -0.19 -1.67
C -3.31 0.84 -0.67
N -1.83 0.90 -0.99
C -1.52 1.63 -2.28
C -0.68 0.62 -3.26
C -1.09 0.68 -4.84
O -2.32 0.71 -5.35
Cl 0.33 0.65 -6.09
O -2.67 2.40 -2.85
C -2.12 3.71 -3.34
O -2.79 4.70 -3.98
O -0.67 3.74 -2.95
C -0.70 2.96 -1.70
Cl -1.86 3.99 -0.64
B 0.69 2.72 -0.84
O 2.06 3.12 -1.30
O 0.64 2.01 0.48
H -4.35 -2.37 -2.31
H -2.55 -1.89 -1.93
H -3.77 -2.22 -0.49
H -4.08 0.21 -2.77
H -5.30 -0.09 -1.35
H -3.39 0.34 0.41
H -3.83 1.90 -0.57
H -1.36 -0.03 -0.91
H 0.49 0.87 -3.21
H -0.75 -0.53 -2.94
H 2.39 3.74 -0.56
H 0.09 2.62 1.08
C -4.89 2.29 -8.16
O -3.84 1.63 -8.86
C -3.21 0.61 -8.09
C -2.91 -0.61 -8.96
O -4.06 -1.37 -9.35
C -4.96 -0.75 -10.28
C -4.39 -0.58 -11.70
O -3.39 0.44 -11.72
C -2.27 0.12 -12.53
H -4.47 3.01 -7.46
H -5.50 2.82 -8.90
H -5.54 1.58 -7.64
H -3.84 0.30 -7.24
H -2.28 1.02 -7.70
H -2.30 -1.30 -8.36
H -2.30 -0.35 -9.83
H -5.35 0.19 -9.89
H -5.82 -1.43 -10.35
H -5.19 -0.28 -12.38
H -3.98 -1.54 -12.04
H -1.92 -0.90 -12.32
H -1.47 0.81 -12.30
H -2.53 0.22 -13.59
C -2.82 -9.22 1.37
O -3.31 -8.07 2.05
C -2.37 -7.00 2.08
C -3.08 -5.66 1.87
O -3.56 -5.44 0.53
C -4.66 -6.25 0.10
C -5.99 -5.95 0.80
O -5.97 -6.42 2.15
C -6.58 -5.52 3.06
H -2.13 -9.77 2.01
H -3.68 -9.86 1.13
H -2.34 -8.95 0.42
H -1.60 -7.12 1.31
H -1.89 -7.01 3.07
H -2.35 -4.86 2.05
H -3.88 -5.50 2.60
H -4.41 -7.31 0.15
H -4.79 -6.02 -0.97
H -6.80 -6.48 0.29
H -6.19 -4.88 0.76
H -6.24 -4.50 2.90
H -6.30 -5.82 4.08
H -7.67 -5.58 2.97
C 7.17 4.41 2.82
O 6.03 5.01 3.41
C 5.43 6.02 2.60
C 3.91 5.93 2.67
O 3.34 4.80 1.99
C 3.58 3.51 2.57
C 2.87 3.28 3.91
O 3.48 4.04 4.95
C 2.54 4.61 5.84
H 8.04 5.07 2.92
H 7.38 3.47 3.34
H 7.00 4.17 1.76
H 5.76 5.93 1.55
H 5.76 6.99 2.99
H 3.50 6.81 2.15
H 3.54 5.99 3.69
H 4.65 3.31 2.64
H 3.18 2.79 1.84
H 2.95 2.22 4.18
H 1.80 3.53 3.80
H 1.72 5.11 5.30
H 3.05 5.38 6.44
H 2.14 3.85 6.51
C 6.34 2.92 6.34
O 5.82 1.60 6.40
C 6.57 0.67 5.62
C 6.70 -0.67 6.36
O 7.57 -0.64 7.50
C 7.12 0.11 8.64
C 5.92 -0.50 9.37
O 4.72 -0.34 8.60
C 3.88 -1.48 8.63
H 6.06 3.40 5.40
H 5.92 3.49 7.18
H 7.43 2.93 6.46
H 7.57 1.05 5.40
H 6.03 0.52 4.68
H 7.15 -1.39 5.67
H 5.72 -1.08 6.63
H 6.95 1.16 8.38
H 7.97 0.11 9.34
H 5.76 0.03 10.31
H 6.12 -1.55 9.58
H 4.46 -2.40 8.45
H 3.15 -1.39 7.83
H 3.36 -1.54 9.59
*
```

The value obtained for the strongest force on any atom is 10.5 eV/A. The HOMO energy is -8.68 eV. As for the SMILES: CCCN[C@@]1(CC(=O)Cl)OC(=O)O[C@]1(Cl)B(O)O.COCCOCCOC.COCCOCCOC.COCCOCCOC.COCCOCCOC.

***

Formula: C32H68Br2FIN4O2Si2
Source: OMol25
Level of theory: the ωB97M-V functional and the def2-TZVPD basis

```
! wB97M-V def2-TZVPD RIJCOSX def2/J DEFGRID3
* xyz 0 1
C 2.38 -1.88 -3.26
C 1.92 -1.51 -2.09
C 1.71 -0.07 -1.73
N 0.43 0.40 -1.16
C 0.44 1.81 -0.87
C -0.27 2.72 -1.89
C 0.71 3.29 -2.92
C 1.64 4.35 -2.27
C 3.14 4.08 -2.48
C 3.89 3.63 -1.21
C 5.05 2.67 -1.47
O 4.66 1.71 -2.44
C 5.45 0.53 -2.38
N -1.53 2.06 -2.51
N -2.07 2.86 -3.58
C -1.81 2.65 -5.00
C -2.53 3.78 -5.76
C -3.25 3.26 -7.00
C -1.50 0.53 -2.74
C -2.91 -0.02 -3.00
C -3.98 0.69 -3.83
F -5.18 0.06 -3.53
C -0.54 0.21 -3.91
O -1.24 -0.21 -5.06
C -0.58 -1.22 -5.80
C -0.92 -0.11 -1.38
C -0.98 -1.66 -1.60
C -0.31 -2.63 -0.60
C -1.28 -3.28 0.38
I -0.19 -4.41 1.80
C -1.83 0.19 -0.03
Br -0.70 -0.10 1.54
C -2.69 1.48 0.13
C -4.03 1.44 -0.64
Br -3.19 1.87 1.98
H 2.63 -2.92 -3.46
H 2.53 -1.17 -4.07
H 1.81 -2.25 -1.30
H 2.45 0.15 -0.94
H 2.02 0.53 -2.59
H 0.06 1.99 0.14
H 1.48 2.14 -0.86
H -0.71 3.56 -1.33
H 0.18 3.73 -3.76
H 1.32 2.48 -3.32
H 1.37 5.32 -2.69
H 1.43 4.43 -1.20
H 3.26 3.32 -3.25
H 3.62 4.98 -2.86
H 3.21 3.17 -0.49
H 4.29 4.52 -0.71
H 5.33 2.16 -0.54
H 5.94 3.21 -1.82
H 5.11 -0.13 -3.18
H 6.51 0.75 -2.52
H 5.32 0.03 -1.41
H -2.26 2.15 -1.81
H -2.19 3.81 -3.27
H -0.74 2.67 -5.23
H -2.18 1.68 -5.31
H -3.26 4.25 -5.10
H -1.81 4.55 -6.05
H -4.09 2.62 -6.71
H -2.59 2.67 -7.64
H -3.65 4.08 -7.60
H -3.38 -0.24 -2.04
H -2.75 -0.98 -3.50
H -4.09 1.75 -3.60
H -3.80 0.57 -4.90
H 0.14 -0.58 -3.60
H 0.08 1.08 -4.14
H -0.49 -2.14 -5.20
H 0.42 -0.90 -6.10
H -1.18 -1.42 -6.68
H -0.61 -1.89 -2.59
H -2.04 -1.91 -1.62
H 0.47 -2.12 -0.04
H 0.18 -3.43 -1.17
H -1.98 -3.96 -0.12
H -1.83 -2.57 0.98
H -2.55 -0.63 0.04
H -2.11 2.37 -0.12
H -4.47 0.44 -0.59
H -3.95 1.71 -1.70
H -4.73 2.13 -0.20
C 2.77 -3.40 5.55
Si 1.16 -3.22 6.55
C 0.03 -4.58 5.83
C 0.38 -1.61 5.87
N 1.44 -3.27 8.17
Si 0.42 -3.15 9.47
C -0.93 -4.49 9.59
C -0.55 -1.51 9.61
C 1.38 -3.28 11.10
H 2.60 -3.37 4.47
H 3.46 -2.60 5.82
H 3.25 -4.35 5.80
H 0.08 -4.53 4.74
H -1.02 -4.43 6.13
H 0.34 -5.57 6.16
H 0.93 -0.75 6.26
H -0.66 -1.51 6.17
H 0.41 -1.57 4.77
H -1.69 -4.36 8.81
H -1.44 -4.48 10.55
H -0.47 -5.48 9.45
H 0.14 -0.67 9.49
H -1.05 -1.41 10.58
H -1.32 -1.43 8.83
H 2.13 -2.49 11.16
H 1.90 -4.24 11.15
H 0.73 -3.20 11.98
*
```

For the energy relative to the best compared isomer or geometry (same formula, charge and spin), the calculation gives 0.00 kcal/mol. The value obtained for the strongest force on any atom is 1.0 eV/A. The HOMO energy is -5.01 eV.

***

| no. | LUMO energy (eV) |
| --- | --- |
| 1 | -0.6 |
| 2 | -1.0 |